No. 1
Molecular formula: C41H78GeN3O3PSSi3Ti
Method: DFT, wB97M-V/def2-TZVPD

Each line ends with the Mulliken spin population.
Positions of all 132 atoms, in Å:
Ti (-0.408, 0.177, -0.022)  0.716
N (-0.343, 0.779, 2.222)  -0.013
N (0.583, -0.105, 2.815)  0.011
C (1.548, -0.681, 1.958)  0.005
O (2.540, -1.172, 2.476)  0.010
O (1.238, -0.660, 0.718)  -0.024
H (-0.035, 1.742, 2.343)  0.008
H (-1.247, 0.645, 2.661)  -0.003
H (0.947, 0.167, 3.716)  0.000
C (5.054, 1.693, 2.121)  0.000
C (3.797, 2.338, 2.697)  -0.002
C (3.376, 1.595, 3.973)  0.001
C (2.656, 2.425, 1.703)  0.022
C (2.672, 1.830, 0.466)  -0.004
C (1.677, 2.041, -0.502)  0.011
C (2.075, 1.678, -1.929)  0.028
C (3.133, 2.694, -2.400)  0.003
C (2.675, 0.268, -2.072)  -0.006
C (0.529, 2.816, -0.179)  0.099
C (0.602, 3.568, 1.043)  0.011
C (1.618, 3.333, 1.945)  -0.008
C (-0.214, 4.847, 1.253)  -0.011
C (0.491, 5.989, 0.500)  0.003
C (-0.379, 5.260, 2.717)  0.000
C (-0.519, 3.280, -1.185)  -0.099
C (-0.090, 4.034, -2.272)  0.010
C (-0.949, 4.846, -3.002)  0.001
C (-2.253, 4.998, -2.577)  0.001
C (-2.722, 4.188, -1.548)  -0.012
C (-1.923, 3.236, -0.925)  -0.028
P (-2.665, 1.721, -0.137)  0.096
C (-3.955, 1.085, -1.406)  0.013
C (-4.786, 2.112, -2.181)  -0.001
C (-4.885, 0.044, -0.778)  0.005
C (-3.110, 0.340, -2.450)  0.020
C (-3.722, 2.235, 1.345)  0.023
C (-2.854, 3.169, 2.199)  0.003
C (-5.031, 2.977, 1.071)  0.002
C (-4.025, 0.976, 2.181)  0.001
H (5.870, 1.767, 2.841)  0.000
H (5.370, 2.187, 1.199)  0.000
H (4.878, 0.635, 1.914)  0.000
H (4.035, 3.369, 2.985)  0.000
H (3.183, 0.545, 3.746)  0.000
H (2.479, 2.043, 4.411)  0.000
H (4.173, 1.646, 4.717)  0.000
H (3.523, 1.225, 0.184)  0.002
H (1.198, 1.757, -2.570)  0.003
H (4.069, 2.531, -1.862)  0.001
H (2.837, 3.729, -2.217)  -0.001
H (3.320, 2.569, -3.468)  0.000
H (3.697, 0.237, -1.688)  0.001
H (2.718, -0.005, -3.127)  0.000
H (2.099, -0.482, -1.533)  -0.002
H (1.680, 3.945, 2.838)  0.001
H (-1.193, 4.722, 0.807)  0.001
H (1.527, 6.075, 0.835)  0.000
H (-0.017, 6.938, 0.686)  0.000
H (0.491, 5.810, -0.574)  -0.001
H (0.536, 5.714, 3.104)  0.000
H (-0.639, 4.420, 3.362)  0.000
H (-1.172, 6.006, 2.801)  0.000
H (0.963, 4.073, -2.503)  -0.002
H (-0.570, 5.424, -3.835)  0.000
H (-2.903, 5.729, -3.041)  0.000
H (-3.743, 4.308, -1.216)  0.000
H (-5.388, 2.759, -1.545)  0.000
H (-5.471, 1.555, -2.826)  0.000
H (-4.163, 2.733, -2.820)  0.001
H (-5.357, -0.515, -1.590)  0.000
H (-5.683, 0.489, -0.184)  0.001
H (-4.349, -0.673, -0.159)  -0.003
H (-2.329, 0.985, -2.857)  0.001
H (-3.749, 0.006, -3.272)  0.000
H (-2.639, -0.530, -1.995)  0.007
H (-2.875, 4.185, 1.805)  0.000
H (-1.814, 2.845, 2.226)  0.011
H (-3.230, 3.200, 3.225)  0.000
H (-4.873, 3.891, 0.497)  0.000
H (-5.466, 3.264, 2.034)  0.000
H (-5.762, 2.363, 0.553)  0.000
H (-3.170, 0.304, 2.248)  0.004
H (-4.843, 0.389, 1.774)  0.002
H (-4.305, 1.276, 3.194)  0.000
S (-3.848, -2.695, 1.602)  0.021
C (-2.564, -1.879, 1.034)  0.065
N (-1.647, -1.269, 0.629)  0.014
C (3.118, -3.700, -2.954)  0.000
Si (2.947, -3.873, -1.065)  0.003
C (3.570, -5.652, -0.784)  0.001
C (4.273, -2.764, -0.270)  0.000
Ge (0.714, -3.325, -0.395)  -0.012
Si (0.724, -4.468, 1.734)  0.006
C (0.179, -6.285, 1.611)  0.000
C (2.417, -4.602, 2.596)  0.000
C (-0.430, -3.726, 3.038)  0.001
Si (-0.552, -4.855, -1.784)  0.001
C (-0.822, -4.181, -3.545)  0.000
C (-2.308, -5.181, -1.156)  0.000
C (0.172, -6.584, -2.128)  0.000
H (4.162, -3.777, -3.279)  0.000
H (2.725, -2.741, -3.308)  0.000
H (2.550, -4.493, -3.450)  0.000
H (4.581, -5.786, -1.192)  0.000
H (2.911, -6.373, -1.274)  0.000
H (3.603, -5.908, 0.277)  0.000
H (3.805, -1.905, 0.219)  -0.001
H (4.817, -3.309, 0.507)  0.000
H (4.999, -2.397, -1.003)  0.000
H (0.896, -6.859, 1.018)  0.000
H (-0.801, -6.388, 1.143)  0.000
H (0.125, -6.740, 2.609)  0.000
H (3.246, -4.486, 1.898)  0.000
H (2.519, -5.574, 3.089)  0.000
H (2.529, -3.814, 3.345)  0.000
H (-1.472, -3.979, 2.834)  0.001
H (-0.351, -2.636, 3.050)  -0.001
H (-0.177, -4.096, 4.038)  0.000
H (-1.543, -3.358, -3.544)  0.000
H (-1.211, -4.964, -4.205)  0.000
H (0.110, -3.806, -3.978)  0.000
H (-2.865, -4.244, -1.058)  0.000
H (-2.310, -5.652, -0.172)  0.000
H (-2.859, -5.832, -1.844)  0.000
H (1.137, -6.504, -2.635)  0.000
H (-0.496, -7.175, -2.769)  0.000
H (0.326, -7.140, -1.201)  0.000
C (-0.181, -0.611, -3.034)  0.009
O (-0.306, -0.082, -1.751)  -0.020
H (-1.091, -1.137, -3.327)  -0.001
H (0.638, -1.330, -3.065)  -0.004
H (0.005, 0.185, -3.765)  0.000

Properties
Largest force on an atom ... 0.021 hartree/bohr
Charge ... -1
M ... 928.87 u
Multiplicity ... 2
Expectation value of S² ... 0.755
Relative energy (zero: lowest compared OMol25 entry of this formula, charge and spin) ... 52.52 kcal per mole
Energy ... -177790.962 eV



No. 2
Molecular formula: C41H78O11SSi2
Method: DFT, wB97M-V/def2-TZVPD

Each line ends with the Mulliken charge.
Positions of all 133 atoms, in Å:
C (3.351, -3.149, 3.664)  -0.736
C (3.404, -2.391, 2.522)  -0.165
Si (4.769, -1.165, 2.177)  0.016
C (6.052, -1.287, 3.550)  -0.791
C (7.316, -2.074, 3.132)  -0.546
C (7.039, -3.440, 2.489)  -0.398
O (7.165, -3.451, 1.070)  -0.502
O (4.198, 0.414, 2.190)  -0.305
Si (3.053, 0.936, 1.098)  0.302
S (1.146, 0.112, 1.693)  -0.255
C (2.965, 2.824, 1.266)  -1.097
C (1.543, 3.397, 1.456)  -0.714
C (1.078, 3.426, 2.926)  -1.067
C (-0.426, 3.139, 3.075)  -0.292
C (-0.761, 2.271, 4.287)  -0.805
C (-2.268, 1.944, 4.336)  1.157
C (-2.542, 0.701, 5.197)  -1.444
C (-3.104, -0.505, 4.427)  -0.679
C (-2.210, -0.888, 3.229)  0.740
C (-2.895, -0.986, 1.840)  -0.235
C (-3.960, 0.084, 1.514)  -0.396
C (-5.274, -0.554, 1.006)  -1.136
C (-6.247, -0.954, 2.125)  -0.804
C (-5.934, -2.271, 2.837)  -0.423
C (-5.990, -3.512, 1.939)  -0.427
C (-5.219, -4.664, 2.612)  -1.313
C (3.448, 0.537, -0.695)  -0.955
C (2.230, 0.723, -1.640)  -0.350
C (1.279, -0.483, -1.655)  -0.971
O (1.162, -1.005, -2.967)  -0.192
C (-0.024, -1.805, -3.010)  -0.693
H (4.061, -3.956, 3.847)  0.291
H (2.633, -2.952, 4.461)  0.224
H (2.568, -2.460, 1.823)  0.508
H (5.399, -1.395, 0.860)  -0.123
H (6.359, -0.259, 3.760)  0.357
H (5.628, -1.726, 4.453)  0.455
H (7.884, -1.448, 2.437)  0.303
H (7.964, -2.232, 3.995)  0.339
H (7.788, -4.145, 2.873)  0.331
H (6.071, -3.850, 2.772)  0.075
H (7.904, -2.883, 0.849)  0.350
H (0.315, 0.689, 0.813)  0.008
H (3.346, 3.252, 0.336)  0.522
H (3.580, 3.091, 2.126)  0.480
H (1.604, 4.436, 1.116)  0.539
H (0.809, 2.923, 0.805)  0.286
H (1.312, 4.395, 3.368)  0.384
H (1.663, 2.675, 3.464)  0.433
H (-0.799, 2.642, 2.176)  0.218
H (-0.960, 4.091, 3.162)  0.246
H (-0.444, 2.761, 5.210)  0.471
H (-0.194, 1.346, 4.150)  0.421
H (-2.749, 2.839, 4.731)  -0.970
H (-2.566, 1.826, 3.293)  0.086
H (-3.174, 0.953, 6.049)  0.486
H (-1.584, 0.373, 5.611)  0.451
H (-4.149, -0.364, 4.154)  0.154
H (-3.091, -1.341, 5.132)  0.394
H (-1.819, -1.888, 3.435)  0.536
H (-1.334, -0.247, 3.148)  -1.007
H (-3.269, -2.000, 1.694)  0.464
H (-2.091, -0.867, 1.107)  -0.051
H (-3.594, 0.692, 0.684)  0.355
H (-4.143, 0.767, 2.341)  0.250
H (-4.990, -1.449, 0.454)  0.348
H (-5.777, 0.162, 0.356)  0.445
H (-7.238, -1.063, 1.671)  0.450
H (-6.342, -0.122, 2.827)  0.431
H (-4.977, -2.266, 3.357)  0.040
H (-6.706, -2.406, 3.601)  0.427
H (-5.526, -3.358, 0.966)  0.253
H (-7.015, -3.870, 1.834)  0.449
H (-5.755, -5.027, 3.490)  0.342
H (-5.025, -5.486, 1.926)  0.379
H (-4.256, -4.301, 2.980)  0.271
H (4.205, 1.254, -1.021)  0.415
H (3.797, -0.484, -0.855)  0.567
H (1.695, 1.649, -1.410)  0.292
H (2.638, 0.824, -2.647)  0.291
H (0.311, -0.171, -1.252)  0.458
H (1.662, -1.234, -0.954)  0.582
H (0.159, -2.770, -3.482)  0.245
H (-0.796, -1.283, -3.583)  0.242
H (-0.416, -2.002, -2.012)  0.307
O (-0.099, 4.821, -4.042)  -0.596
C (0.057, 3.685, -4.381)  0.434
O (-0.958, 2.786, -4.419)  -0.432
C (-0.447, 1.483, -4.760)  0.725
C (0.872, 1.737, -5.469)  -0.252
C (1.357, 3.010, -4.779)  -0.202
H (-0.311, 0.911, -3.840)  -0.472
H (-1.169, 0.970, -5.390)  -0.026
H (1.562, 0.899, -5.399)  0.252
H (0.696, 1.936, -6.525)  0.258
H (1.927, 2.796, -3.873)  -0.049
H (1.934, 3.650, -5.440)  0.372
O (2.004, -6.585, -5.879)  -0.600
C (2.487, -5.525, -5.613)  0.432
O (2.067, -4.768, -4.571)  -0.377
C (2.756, -3.503, -4.568)  0.162
C (4.035, -3.742, -5.355)  -0.570
C (3.589, -4.799, -6.363)  -0.301
H (2.111, -2.757, -5.037)  -0.116
H (2.950, -3.200, -3.542)  0.209
H (4.434, -2.836, -5.807)  0.349
H (4.802, -4.157, -4.700)  0.305
H (3.162, -4.353, -7.262)  0.173
H (4.387, -5.487, -6.629)  0.319
O (1.217, -1.841, -7.874)  -0.595
C (0.141, -1.402, -8.154)  0.388
O (-0.324, -0.234, -7.644)  -0.195
C (-1.683, -0.015, -8.066)  -0.477
C (-1.847, -0.853, -9.327)  -0.659
C (-0.909, -2.027, -9.051)  -0.338
H (-2.351, -0.336, -7.264)  0.328
H (-1.833, 1.048, -8.245)  0.338
H (-2.879, -1.142, -9.517)  0.334
H (-1.490, -0.294, -10.192)  0.283
H (-1.403, -2.828, -8.500)  0.275
H (-0.454, -2.422, -9.954)  0.307
O (-3.885, 4.107, 6.047)  -0.592
C (-3.363, 5.128, 5.709)  0.527
O (-2.037, 5.214, 5.441)  -0.296
C (-1.673, 6.576, 5.163)  -0.392
C (-2.967, 7.255, 4.735)  -0.560
C (-4.009, 6.491, 5.550)  -0.465
H (-1.255, 7.013, 6.073)  0.309
H (-0.911, 6.589, 4.387)  0.264
H (-2.965, 8.330, 4.908)  0.346
H (-3.138, 7.087, 3.671)  0.274
H (-4.156, 6.923, 6.540)  0.275
H (-4.961, 6.405, 5.035)  0.303

Properties
Largest force on an atom ... 0.041 hartree/bohr
Charge ... 0
M ... 835.30 u
Multiplicity ... 1
Energy ... -92896.379 eV